# 1
The following is a DFT calculation (ωB97M-V with the def2-TZVPD basis set) of a 2-piece molecular cluster, C3H8Se overall.

```
12
Properties=species:S:1:pos:R:3
H -1.066 -2.046 -0.470
H 1.166 2.236 1.684
Se 0.189 1.494 2.545
C 0.274 -0.401 0.023
C 0.569 0.469 -1.118
C -1.060 -1.083 0.100
H -1.343 -1.500 1.048
H -1.720 -0.336 -0.404
H 1.097 1.320 -0.770
H -0.417 0.812 -1.589
H 1.334 -0.016 -1.769
H 0.977 -0.949 0.720
```

Kohn-Sham gap (spin up / spin down) in Ha: 0.2310 / 0.2305
Energy above the lowest of the compared OMol25 structures with the same formula, charge and spin in kJ/mol: 217.4
Charge: 0

# 2
The following is a DFT calculation (ωB97M-V with the def2-TZVPD basis set) of a 3-piece molecular cluster, C18H41N3O9 overall.

```
71
Properties=species:S:1:pos:R:3
H 2.054 0.253 -4.814
C -4.661 3.678 2.291
C -1.697 1.328 2.006
H -5.032 3.751 1.262
C 1.263 -1.927 2.118
H -2.022 3.411 1.782
N 3.809 1.339 -4.248
H -0.854 1.324 1.311
H 2.111 4.601 -5.485
O 1.163 -4.452 3.989
O -0.633 -1.396 0.766
H 2.039 -1.164 2.109
O -3.829 5.232 4.036
C -2.598 2.486 1.637
H 0.561 -1.752 2.934
H 3.368 0.295 -5.995
H 2.498 3.953 -3.875
H -1.836 4.659 3.849
O 2.710 0.164 -1.460
H 2.896 2.731 -6.368
N 1.028 -5.703 1.257
H 1.006 1.155 -0.968
H -3.143 5.242 2.089
C -0.688 -6.272 -0.569
H 1.557 1.640 -6.750
H -2.847 3.573 4.837
H 0.865 4.535 -4.226
H 4.933 -0.379 -3.935
C -2.669 4.615 4.557
O 0.274 -4.680 1.921
H -2.698 0.927 4.618
H -3.657 2.274 3.360
C 0.690 -5.684 -0.149
H 3.413 2.094 -3.705
H -1.041 0.602 5.144
H 1.053 0.602 -2.655
H -1.515 -6.073 1.460
O 1.150 -2.343 -0.267
H -5.535 3.527 2.929
H 1.253 -1.604 -0.888
O -1.147 1.459 3.312
C -1.602 -6.711 0.584
H 2.008 2.014 -2.133
C 3.350 -0.524 -2.525
C 2.161 2.045 -5.934
H 3.936 -1.309 -2.043
H -2.831 2.408 0.570
H 0.742 -4.638 -0.454
C -1.708 0.599 4.282
H -1.792 -0.425 3.904
C -4.057 5.029 2.657
H -4.789 5.788 2.373
H -0.516 -7.135 -1.214
H -1.220 -5.540 -1.179
C 1.723 4.014 -4.648
H -2.642 -6.682 0.253
C 1.132 -4.129 2.841
H 2.602 -1.028 -3.151
H -2.211 0.371 1.900
H -1.404 -7.748 0.868
C 2.843 0.887 -5.239
H -2.389 5.161 5.458
H 4.999 0.809 -2.645
H 0.780 -6.573 1.714
C 1.648 1.025 -1.841
N -3.845 2.472 2.387
O 1.275 2.745 -5.073
O 1.927 -3.187 2.278
H 1.490 -6.207 -0.675
C 0.479 -1.862 0.818
C 4.323 0.314 -3.346
```

SMILES string: CCCNOC(=O)OCC(=O)O.COCCNCCOC.COCCNCCOC
Kohn-Sham gap in Ha: 0.3347
Charge: 0

# 3
The following is a DFT calculation (ωB97M-V with the def2-TZVPD basis set) of C31H47ClN4O9PSeY as an isolated structure.

```
95
Properties=species:S:1:pos:R:3
N -2.476 1.079 3.473
H -2.735 2.463 -1.784
C 2.087 1.029 1.690
H -2.138 -6.483 4.333
O 0.988 0.409 1.339
H -0.414 1.117 -2.885
H 0.245 7.461 -2.783
H -0.575 -2.724 -0.380
H 3.240 -3.079 3.469
O -0.073 3.366 1.771
H 1.571 0.398 -3.469
O -2.786 0.752 1.259
H -3.010 3.369 -0.312
C -0.543 0.072 -3.220
H 2.393 -1.577 4.967
C 1.493 3.698 -0.600
H 1.227 -1.364 -3.122
C -1.112 -0.596 -1.981
H -2.244 -4.771 4.875
C 1.140 3.803 1.901
C -1.627 4.272 -1.480
C 1.213 -2.622 3.518
H 3.725 1.992 0.813
H 2.181 -4.439 3.867
C 2.327 -3.580 3.197
H -0.701 -1.589 1.700
H 1.693 -0.574 -5.708
C 2.653 2.035 0.616
C -0.599 -4.992 3.542
H 0.047 -5.241 4.363
H 4.090 2.338 -1.729
H 2.723 1.972 -2.800
H -2.730 -3.913 1.450
C -0.203 -5.931 2.361
N -1.122 1.248 3.182
C -1.353 5.399 -0.690
H 0.844 -2.808 0.603
O -0.790 -0.245 -0.843
C 3.000 2.376 -1.855
C -2.218 3.033 -1.013
H -0.312 1.085 -5.766
C 2.133 1.675 -0.776
C 1.472 -2.146 4.947
H -3.081 -2.432 2.208
Y -0.868 1.613 0.639
H 2.001 0.616 -1.029
H -0.499 0.499 3.453
H 0.741 -1.574 5.461
O 1.550 4.438 2.883
H 0.590 -1.854 -5.260
C -0.704 5.630 -3.351
C -0.969 -2.615 1.650
H -2.183 0.363 -4.401
C -0.136 -3.183 0.480
H -0.945 -0.492 -6.489
H 3.177 4.601 -1.514
H -0.415 7.215 -0.278
Se 0.667 -4.490 -4.129
N -1.342 -0.244 -4.422
C 0.850 -0.438 -3.599
O -1.814 -1.686 -2.095
C -0.724 6.541 -1.109
C 0.796 -0.731 -5.128
H 0.710 4.499 -0.662
H -1.513 5.310 0.395
H -0.158 -4.275 0.380
H 0.770 -5.775 1.914
C 2.506 3.811 -1.757
H -2.783 -5.268 3.224
C -2.463 -2.847 1.394
Cl -1.523 3.174 -4.084
H 1.634 -3.094 5.562
H -1.793 -1.938 -3.018
C 0.751 -4.685 -5.961
H 2.279 -3.888 2.156
H -0.464 5.649 -4.423
H -2.704 0.771 4.438
O -4.459 0.368 2.677
C -0.361 6.645 -2.446
H -0.358 -7.026 2.675
C -3.339 0.692 2.411
C 2.129 3.504 0.736
H 1.196 -1.759 2.796
H -0.787 2.109 3.574
P -0.549 -3.097 3.423
N 0.857 -4.744 -7.130
C -1.247 4.451 -2.899
C -0.456 -0.024 -5.590
H 1.827 4.040 -2.595
O 2.765 0.937 2.673
C -2.018 -5.399 4.006
H -2.867 -2.416 0.460
H -0.940 -5.823 1.561
H 3.024 4.136 0.966
O 0.920 2.416 -0.869
```

Kohn-Sham gap in Ha: 0.2495
Energy above the lowest of the compared OMol25 structures with the same formula, charge and spin in kJ/mol: 122.2
Charge: -2

# 4
The following is a DFT calculation (ωB97M-V with the def2-TZVPD basis set) of C20H60BBeF4O10S10 as an isolated structure.

```
106
Properties=species:S:1:pos:R:3
H -3.176 -2.808 0.496
C 3.524 -1.707 -0.913
H -2.422 -0.694 4.491
C 0.029 1.105 -4.042
H 0.408 -3.160 -2.380
H 3.587 0.672 -4.958
H 0.686 -4.041 -0.782
C -2.726 -3.795 0.597
C 0.971 4.333 -1.475
C 0.137 -3.986 -1.721
S -3.816 1.566 -3.229
O 1.914 3.001 -4.462
H 2.202 -6.357 -3.815
S 4.856 -1.054 0.219
H 7.111 -0.607 -0.584
O 5.166 -2.219 1.122
O 2.133 1.520 2.561
H -4.420 1.810 -0.792
H 2.622 -5.406 -2.493
S 1.009 -1.820 3.789
C 2.476 2.239 -0.960
H -5.212 2.103 2.130
H 2.098 -4.622 -3.879
H -2.657 1.878 -1.082
H 3.776 -2.687 -1.320
H -1.557 -6.459 0.052
C -5.686 1.224 -3.235
H -3.101 -4.194 1.540
C -3.594 1.406 -1.378
H 5.535 2.222 3.188
H 3.024 3.380 4.631
O -4.767 -4.948 -0.750
H -0.414 0.213 -4.485
H 3.473 -1.038 -1.772
S 3.312 1.285 3.415
S -2.479 4.215 0.917
H -5.817 0.144 -3.174
S 2.169 3.805 -0.166
H -3.848 5.062 -0.972
H -5.738 1.352 3.565
O -3.591 3.026 -3.456
F 0.705 -0.810 -1.290
H -2.099 6.778 1.124
Be -0.184 1.651 2.016
H -0.869 -2.685 2.701
C -3.198 0.070 4.438
O -1.343 3.191 0.637
C 6.189 -0.953 -1.051
C 1.853 -5.486 -3.261
H 3.047 2.303 -1.886
H -2.868 -7.227 -0.977
H -2.994 -6.898 0.822
H 2.228 -3.520 2.639
F -1.007 -1.007 0.222
H -6.175 1.652 -2.360
S 0.149 -5.581 -2.575
H 3.707 2.041 5.652
F -0.466 0.974 -0.579
H -1.869 5.948 2.680
H 0.469 5.229 -1.110
H 4.344 3.421 2.832
H 6.499 -1.793 -1.673
C 2.616 0.290 -4.642
H -0.881 -3.667 -1.496
S -3.205 -4.981 -0.767
O -2.486 0.840 2.050
H 6.084 -0.167 -1.798
H -2.828 1.027 4.806
C -2.799 4.822 -0.794
H -0.744 -3.319 4.457
H 4.706 2.136 1.648
H 1.576 1.648 -1.131
O 0.357 -0.513 3.357
H 2.636 0.005 -3.590
H -3.988 -0.230 5.126
H 3.137 -1.944 2.795
H -4.353 2.584 3.631
C -1.761 5.858 1.599
H -2.597 3.989 -1.468
H -3.488 0.328 -1.253
H 3.074 1.536 -0.381
B 0.074 -0.242 -0.197
H -0.769 1.848 -4.052
H -6.099 1.563 -4.185
C -0.266 -3.122 3.498
O 0.190 -6.683 -1.527
H 2.549 -1.706 -0.427
C 2.194 -2.434 2.552
S -3.765 0.280 2.717
H -0.686 5.926 1.431
H 2.307 -0.558 -5.254
S 1.443 1.680 -5.078
O 1.245 3.409 0.976
H 0.222 0.927 -2.985
C 4.568 2.362 2.705
H -1.645 -3.679 0.677
C -2.623 -6.564 -0.147
H 1.828 -2.206 1.551
H -2.132 5.629 -1.097
H 1.498 4.510 -2.413
C 2.955 2.330 4.918
F 0.961 -0.052 0.849
C -4.844 1.769 3.100
H 0.238 -4.037 3.187
H 0.235 3.537 -1.584
H 1.953 2.010 5.205
```

2S+1: 2
Kohn-Sham gap (spin up / spin down) in Ha: 0.1936 / 0.3174
Charge: 0

# 5
The following is a DFT calculation (ωB97M-V with the def2-TZVPD basis set) of one molecule with the formula C7H10.

```
17
Properties=species:S:1:pos:R:3
H 1.700 -0.846 0.349
H -1.555 1.325 -1.368
C -0.476 0.135 1.776
H -0.261 -0.909 1.527
C -0.445 1.040 0.569
H -0.743 -2.929 -1.148
H 2.530 -0.001 -0.978
C 0.612 0.909 -0.460
H 0.256 0.471 2.517
C -1.214 -0.767 -1.015
C 1.544 -0.270 -0.575
H 1.013 -1.005 -1.246
H -0.704 2.066 0.799
H 0.886 1.790 -1.043
H -1.471 0.168 2.230
C -0.718 -1.875 -1.189
C -1.042 0.602 -0.733
```

SMILES string: C#C[C@@H]1[C@H](C)[C@@H]1C
Kohn-Sham gap in Ha: 0.3656
Energy above the lowest of the compared OMol25 structures with the same formula, charge and spin in kJ/mol: 316.2
Charge: 0

# 6
The following is a DFT calculation (ωB97M-V with the def2-TZVPD basis set) of C48H42ClI2LaN5O4 as an isolated structure.

```
103
Properties=species:S:1:pos:R:3
C 3.898 1.161 -4.312
H 0.280 -6.137 -1.251
O 0.430 -1.567 1.917
H -0.805 4.424 -1.639
H 4.771 3.899 -1.614
C -5.322 0.330 -2.585
N 2.967 0.323 -1.835
H -4.253 -1.353 -1.795
C -1.759 -2.508 1.960
C 4.940 -2.111 2.070
C 3.054 -0.516 -2.861
C -0.818 4.698 1.736
La 0.746 0.027 0.213
C 3.438 2.418 -0.789
C -1.102 -4.792 -3.033
H 6.020 -2.095 1.947
H -0.277 5.626 1.852
C -1.750 4.015 -1.992
C 3.800 3.712 1.593
H 1.590 1.789 4.604
C -0.571 -4.927 2.708
H -2.401 -4.460 -4.690
H -2.578 4.551 -1.531
C -0.113 3.488 1.654
C 0.821 -2.231 -1.014
H -1.882 -2.053 -4.800
C 3.541 -0.162 -4.110
C 1.256 0.760 4.440
C 3.002 2.585 1.452
C -1.956 -4.850 2.514
N 2.777 1.978 0.291
C -1.804 2.549 -1.658
C -2.542 -3.658 2.183
C 4.406 4.231 0.461
C 3.379 1.584 -2.006
C 0.205 -3.816 2.543
C -0.337 -2.579 2.109
H 3.936 4.170 2.561
H 1.905 -5.180 0.360
C -4.228 3.336 1.309
H -1.253 -5.860 -3.010
O 1.661 0.416 3.129
H -5.878 2.038 0.951
C 4.252 3.552 -0.736
H -4.536 0.015 0.913
H 1.772 0.115 5.166
I 4.370 -4.180 2.295
H -1.812 4.140 -3.073
C -3.035 1.810 -1.986
C -1.731 -4.025 -3.968
C 3.813 2.046 -3.250
C -2.026 2.250 1.448
C -0.003 -2.812 -2.035
H -3.479 -1.289 1.997
C -2.832 3.426 1.473
C -4.137 2.420 -2.597
H -0.592 -0.337 4.330
O -0.826 2.001 -1.154
C -1.452 -2.655 -4.016
C -0.250 0.655 4.625
N 4.698 -1.962 -0.315
H 0.966 3.511 1.707
H 3.609 -0.889 -4.904
C 4.241 -1.521 0.867
C 1.508 -3.152 -0.233
N -0.672 2.307 1.520
H -4.814 4.242 1.331
H -3.615 -3.600 2.075
H -2.768 5.573 1.680
H 2.193 -2.807 0.530
C -0.622 -2.096 -3.085
N -1.871 -0.159 1.345
C -4.040 0.954 1.104
C -4.812 2.116 1.103
H -4.110 3.464 -2.870
H 4.647 -1.590 2.976
H -0.512 0.824 5.665
I -0.149 -0.025 -3.415
H 1.342 -0.494 2.958
H 5.375 -2.701 -0.380
H 2.694 -1.523 -2.677
H -2.266 -0.042 -1.209
Cl -2.921 -6.269 2.720
O 3.346 -0.699 0.973
H 2.548 2.117 2.313
C 0.464 -5.075 -1.201
C -3.104 0.443 -1.692
C 1.352 -4.545 -0.318
C -2.669 0.980 1.309
C -2.181 4.667 1.640
C -4.228 -0.294 -2.006
H -0.127 -5.865 3.000
H -0.753 1.393 4.006
H 1.271 -3.853 2.706
H 5.008 5.126 0.512
H 4.065 3.083 -3.397
C -0.223 -4.227 -2.090
H 4.240 -1.649 -1.158
C -2.417 -1.272 1.733
H -6.129 2.178 -3.321
H -6.208 -0.239 -2.816
C -5.276 1.687 -2.874
H 4.242 1.500 -5.277
```

Kohn-Sham gap in Ha: 0.2538
Charge: +1

| no. | F_max (eV/A) | E (Eh) |
| --- | --- | --- |
| 1 | 3.7 | -2520.4029 |
| 2 | 1.0 | -1551.6891 |
| 3 | 3.1 | -5347.2518 |
| 4 | 3.3 | -5971.1221 |
| 5 | 2.0 | -272.5976 |
| 6 | 1.3 | -3516.2346 |